{"formula": "C3H8IPS", "method": "ωB97M-V with the def2-TZVPD basis set", "lumo_ev": -0.071, "e_homo_ev": -8.91, "energy_ha": -1156.33072, "de_lowest_ev": 1.140, "orbital_gap_ha": 0.325, "symbols": ["C", "C", "C", "P", "S", "I", "H", "H", "H", "H", "H", "H", "H", "H"], "positions_angstrom": [[-1.695, -1.167, -0.339], [-0.372, -0.662, 0.238], [0.040, 0.731, -0.204], [1.737, 1.318, 0.387], [2.651, 2.311, -0.983], [3.014, -0.614, 1.049], [-2.499, -1.135, 0.311], [-2.062, -0.514, -1.222], [-1.611, -2.254, -0.825], [-0.643, -0.856, 1.328], [0.464, -1.380, -0.062], [0.177, 0.934, -1.333], [-0.708, 1.394, 0.053], [1.507, 1.894, 1.600]], "atomic_forces_ev_per_a": [[0.665, -0.868, -5.047], [0.233, -2.287, 0.266], [2.220, -0.824, -1.272], [-0.954, -0.505, -1.575], [0.003, 0.369, 0.155], [0.081, -0.244, 0.284], [-1.423, -0.171, 1.602], [0.721, -0.944, 1.119], [-0.184, 2.268, 1.289], [1.534, 1.036, -0.842], [-1.231, 0.849, 0.620], [-0.274, -1.086, 1.524], [-1.364, 1.945, 0.991], [-0.028, 0.460, 0.886]], "mulliken_charge": [-1.146, -0.195, -0.736, 0.165, -0.369, 0.010, 0.359, 0.270, 0.257, 0.202, 0.229, 0.339, 0.490, 0.124]}

---

{"formula": "As6CuF36", "method": "ωB97M-V with the def2-TZVPD basis set", "total_charge": -4, "spin_multiplicity": 2, "lumo_ev": [9.042, 7.026], "s_squared": 0.75, "e_homo_ev": [-2.86, -2.86], "energy_ha": -18651.00306, "de_lowest_ev": 1.858, "orbital_gap_ha": [0.438, 0.363], "symbols": ["Cu", "As", "F", "F", "F", "F", "F", "F", "As", "F", "F", "F", "F", "F", "F", "As", "F", "F", "F", "F", "F", "F", "As", "F", "F", "F", "F", "F", "F", "As", "F", "F", "F", "F", "F", "F", "As", "F", "F", "F", "F", "F", "F"], "positions_angstrom": [[-0.077, 0.181, -0.206], [1.621, -0.103, 3.233], [0.794, -1.668, 3.482], [0.218, 0.941, 3.701], [2.609, 1.329, 2.997], [3.056, -0.988, 2.642], [1.065, -0.012, 1.502], [2.159, -0.264, 4.950], [1.831, -2.887, -1.617], [1.569, -2.415, -3.321], [2.709, -4.332, -2.218], [2.140, -3.489, 0.034], [0.909, -1.493, -0.964], [0.305, -3.802, -1.652], [3.383, -2.007, -1.549], [-2.008, 3.087, 1.355], [-2.704, 1.833, 2.409], [-3.026, 4.333, 2.102], [-1.465, 4.281, 0.135], [-0.967, 1.919, 0.540], [-3.329, 2.747, 0.206], [-0.730, 3.468, 2.530], [3.135, 1.977, -0.956], [2.499, 2.791, 0.477], [4.725, 2.782, -0.956], [3.661, 0.964, -2.329], [1.500, 1.121, -1.037], [2.355, 3.202, -1.966], [3.631, 0.679, 0.124], [-2.181, 0.196, -3.269], [-1.218, -0.339, -1.800], [-3.351, -1.126, -3.128], [-3.080, 0.886, -4.641], [-1.021, 1.539, -3.433], [-1.235, -0.904, -4.285], [-3.100, 1.131, -2.068], [-2.336, -2.257, 1.300], [-1.470, -0.673, 1.017], [-2.308, -1.886, 3.045], [-3.241, -3.782, 1.577], [-2.346, -2.473, -0.468], [-0.782, -3.061, 1.440], [-3.901, -1.426, 1.066]], "atomic_forces_ev_per_a": [[0.152, -0.177, 0.573], [0.429, -0.424, 0.439], [0.404, 1.827, -0.452], [1.677, -1.659, -0.458], [-0.850, -0.489, 0.430], [-1.231, 0.345, 0.684], [0.146, -0.022, 0.825], [-0.318, 0.443, -1.163], [0.506, -1.317, 0.179], [0.221, -0.029, 1.625], [-0.416, 0.664, 0.143], [-0.370, 0.688, -1.286], [0.885, -0.901, -0.498], [1.227, 0.724, -0.074], [-1.653, -0.563, -0.220], [-1.414, 0.505, -0.177], [0.910, 1.165, -0.748], [0.412, -0.390, -0.114], [0.056, -0.601, 1.322], [0.054, 0.111, 0.182], [0.891, 0.097, 0.918], [-1.074, -0.288, -1.294], [-0.445, -1.219, 0.863], [0.845, -0.042, -1.258], [-1.272, -0.303, 0.089], [-0.588, 1.391, 0.915], [-0.303, -0.031, -0.207], [1.144, -0.787, 0.405], [0.133, 1.085, -0.928], [-0.223, 0.537, 0.736], [-0.339, 0.045, -0.997], [0.771, 0.992, 0.028], [0.437, -0.559, 0.666], [-0.783, -1.288, -0.026], [-0.532, 1.250, 0.660], [0.526, -0.680, -1.457], [-0.612, -0.341, -0.589], [-0.034, -0.253, -0.205], [-0.291, -0.354, -1.660], [0.776, 0.979, -0.101], [0.186, -0.184, 1.678], [-1.308, 0.526, -0.147], [1.267, -0.475, 0.703]], "mulliken_charge": [0.436, 1.997, -0.480, -0.492, -0.456, -0.496, -0.260, -0.567, 1.993, -0.505, -0.580, -0.476, -0.030, -0.491, -0.489, 2.068, -0.469, -0.562, -0.515, -0.283, -0.510, -0.486, 2.091, -0.456, -0.538, -0.508, -0.496, -0.498, -0.440, 2.112, -0.499, -0.486, -0.546, -0.477, -0.505, -0.470, 2.080, -0.219, -0.510, -0.552, -0.477, -0.444, -0.509]}

---

{"formula": "C4H9NO2", "method": "ωB97M-V with the def2-TZVPD basis set", "total_charge": -1, "spin_multiplicity": 2, "lumo_ev": [3.315, 3.230], "s_squared": 0.75, "e_homo_ev": [0.39, -3.08], "energy_ha": -362.98355, "de_lowest_ev": 1.401, "orbital_gap_ha": [0.108, 0.232], "symbols": ["C", "O", "C", "C", "C", "O", "N", "H", "H", "H", "H", "H", "H", "H", "H", "H"], "positions_angstrom": [[-1.284, -0.015, 0.935], [-2.427, 0.783, 0.774], [-0.116, 0.342, 0.005], [1.048, -0.650, 0.110], [2.279, -0.318, -0.725], [3.224, -1.169, -0.758], [-0.597, 0.464, -1.384], [-0.826, 0.105, 1.933], [-1.576, -1.052, 0.804], [-2.381, 1.661, 1.166], [0.290, 1.306, 0.362], [1.180, -0.769, 1.238], [0.683, -1.667, -0.082], [2.353, 0.727, -1.070], [-1.610, 0.552, -1.382], [-0.241, -0.300, -1.925]], "atomic_forces_ev_per_a": [[1.997, 0.394, 0.739], [-1.223, 0.199, -0.305], [-0.243, -0.113, -0.806], [-0.512, 0.121, 0.969], [-1.447, -0.184, 0.586], [0.863, -0.279, -0.157], [-0.012, 0.733, 0.802], [-0.548, -0.242, 0.085], [-0.204, -0.147, -0.132], [0.590, -0.287, -0.001], [-0.177, 0.096, -0.231], [0.644, 0.384, -0.413], [-0.064, -0.140, -0.608], [0.168, 0.031, 0.061], [0.192, -0.261, -0.271], [-0.024, -0.305, -0.320]], "mulliken_charge": [-0.901, -0.503, 0.507, -0.832, -0.381, -0.751, -0.680, 0.364, 0.283, 0.298, 0.143, 0.276, 0.251, 0.335, 0.233, 0.357]}

---

{"formula": "C36H45N3O3PTi", "method": "ωB97M-V with the def2-TZVPD basis set", "total_charge": 1, "spin_multiplicity": 3, "lumo_ev": [-2.778, -2.767], "s_squared": 2.01, "e_homo_ev": [-8.69, -10.14], "energy_ha": -2979.47046, "de_lowest_ev": 0.878, "orbital_gap_ha": [0.217, 0.271], "symbols": ["Ti", "C", "C", "C", "C", "C", "C", "C", "C", "C", "C", "H", "H", "H", "H", "H", "H", "H", "H", "H", "H", "H", "H", "H", "H", "H", "C", "C", "C", "C", "C", "O", "C", "N", "C", "C", "C", "C", "C", "C", "P", "C", "C", "C", "C", "C", "C", "C", "C", "C", "C", "C", "C", "H", "H", "H", "H", "H", "H", "H", "H", "H", "H", "H", "H", "H", "H", "H", "H", "H", "H", "H", "H", "H", "H", "H", "H", "C", "O", "C", "O", "N", "N", "H", "H", "H", "H", "H", "H"], "positions_angstrom": [[0.797, 0.486, 0.113], [1.811, 0.666, 2.169], [2.681, -0.144, 1.383], [3.116, 0.637, 0.284], [2.570, 1.948, 0.414], [1.770, 1.965, 1.586], [1.288, 3.160, 2.360], [3.095, 3.143, -0.330], [4.170, 0.274, -0.720], [3.334, -1.392, 1.906], [1.409, 0.412, 3.595], [0.233, 3.081, 2.632], [1.444, 4.099, 1.829], [1.854, 3.227, 3.292], [3.143, 2.987, -1.409], [4.114, 3.351, 0.008], [2.503, 4.039, -0.143], [4.234, -0.801, -0.883], [5.148, 0.615, -0.369], [3.986, 0.755, -1.683], [2.626, -2.196, 2.112], [3.850, -1.154, 2.839], [4.092, -1.755, 1.213], [0.340, 0.540, 3.763], [1.929, 1.122, 4.244], [1.692, -0.590, 3.915], [-0.076, 5.118, -1.844], [-0.593, 3.684, -1.783], [0.187, 2.763, -2.720], [-0.557, 3.186, -0.318], [-1.776, 3.700, 0.432], [-2.726, 2.652, 0.209], [-2.044, 1.556, -0.144], [-0.746, 1.709, -0.221], [-2.879, 0.455, -0.585], [-4.144, 0.807, -1.082], [-4.963, -0.128, -1.673], [-4.548, -1.449, -1.752], [-3.332, -1.825, -1.204], [-2.479, -0.896, -0.615], [-0.967, -1.354, 0.312], [-0.880, -3.153, -0.084], [-0.656, -3.502, -1.422], [-0.613, -4.828, -1.819], [-0.793, -5.838, -0.883], [-1.012, -5.506, 0.444], [-1.053, -4.175, 0.845], [-1.622, -1.390, 2.021], [-2.930, -1.082, 2.382], [-3.328, -1.195, 3.708], [-2.432, -1.619, 4.677], [-1.120, -1.908, 4.326], [-0.717, -1.783, 3.008], [-0.321, 5.569, -2.805], [1.009, 5.145, -1.726], [-0.520, 5.740, -1.063], [-1.643, 3.680, -2.100], [1.144, 2.481, -2.278], [-0.386, 1.857, -2.904], [0.375, 3.261, -3.673], [0.373, 3.491, 0.141], [-2.179, 4.626, 0.027], [-1.609, 3.814, 1.505], [-4.454, 1.841, -1.024], [-5.922, 0.167, -2.077], [-5.182, -2.194, -2.215], [-3.071, -2.871, -1.218], [-0.547, -2.720, -2.165], [-0.453, -5.071, -2.862], [-0.772, -6.875, -1.189], [-1.165, -6.286, 1.179], [-1.233, -3.948, 1.885], [-3.647, -0.762, 1.637], [-4.349, -0.961, 3.981], [-2.751, -1.721, 5.705], [-0.412, -2.221, 5.083], [0.307, -1.996, 2.720], [0.536, -0.196, -4.333], [1.385, -1.212, -3.782], [1.576, -1.193, -2.469], [1.070, -0.334, -1.744], [2.420, -2.193, -2.140], [2.648, -2.547, -0.819], [0.376, -0.478, -5.368], [1.021, 0.777, -4.281], [-0.411, -0.162, -3.798], [2.619, -2.854, -2.876], [3.629, -2.760, -0.708], [2.105, -3.368, -0.578]], "atomic_forces_ev_per_a": [[0.702, -1.792, 0.287], [0.336, 0.302, 0.326], [0.244, 0.238, 0.258], [0.304, 0.242, 0.381], [0.502, 0.145, 0.310], [0.623, -0.020, 0.281], [-0.126, -0.090, -0.173], [-0.105, -0.124, -0.032], [-0.101, 0.025, 0.019], [-0.179, 0.013, -0.159], [-0.006, 0.073, -0.153], [0.010, 0.050, 0.034], [-0.029, 0.003, -0.011], [-0.025, 0.031, 0.016], [-0.014, 0.020, -0.009], [-0.006, 0.069, -0.028], [-0.006, 0.014, -0.037], [0.046, 0.201, 0.014], [0.023, 0.005, -0.048], [0.022, -0.035, -0.031], [0.051, -0.072, -0.043], [-0.015, -0.043, 0.028], [-0.056, -0.047, 0.048], [0.009, -0.025, 0.053], [0.013, -0.042, 0.042], [-0.058, -0.005, 0.026], [-0.096, -0.038, 0.049], [0.134, -0.212, 0.067], [-0.226, 0.163, 0.150], [-0.277, 0.432, -0.155], [0.485, 0.305, 0.174], [-0.236, -0.418, -0.142], [0.673, 1.050, 0.272], [-2.213, 1.408, -0.734], [-0.592, -0.941, -0.248], [0.373, 0.323, 0.127], [-0.136, -0.254, -0.143], [-0.034, 0.139, 0.031], [-0.007, 0.027, 0.058], [-0.111, 0.301, 0.106], [-0.325, -0.417, 0.435], [0.171, 0.079, -0.243], [0.153, 0.099, 0.162], [0.026, 0.027, -0.092], [-0.005, 0.000, 0.034], [0.013, -0.035, 0.010], [0.014, 0.073, -0.054], [0.052, -0.024, -0.030], [0.035, -0.066, 0.004], [-0.081, 0.031, 0.000], [0.032, 0.005, 0.029], [-0.002, -0.029, 0.005], [-0.063, -0.033, -0.099], [0.034, 0.013, 0.003], [0.010, -0.006, 0.037], [0.038, 0.053, -0.029], [-0.004, -0.007, -0.015], [0.046, -0.016, -0.038], [0.092, -0.022, 0.008], [-0.014, -0.020, -0.017], [0.047, -0.095, 0.018], [-0.063, -0.053, -0.012], [-0.104, -0.100, -0.019], [-0.034, -0.037, -0.032], [0.003, 0.027, 0.023], [-0.002, -0.007, 0.014], [0.088, -0.063, 0.029], [-0.019, 0.000, -0.058], [-0.004, -0.010, 0.009], [0.010, -0.001, -0.001], [0.015, 0.005, 0.000], [-0.044, 0.029, 0.040], [-0.033, -0.040, 0.014], [0.010, 0.004, 0.001], [-0.004, 0.021, -0.003], [0.006, -0.005, -0.012], [-0.001, -0.017, 0.071], [-0.002, 0.071, -0.084], [-0.198, -0.055, -0.194], [0.308, 0.375, -0.187], [0.462, -0.854, -0.877], [-0.299, -0.019, 0.003], [-0.210, -0.151, 0.104], [0.019, -0.036, 0.003], [0.021, -0.088, 0.019], [-0.022, -0.028, 0.003], [-0.028, 0.045, -0.108], [0.072, 0.024, 0.088], [-0.112, -0.061, 0.026]], "mulliken_charge": [0.511, 1.403, 0.639, -0.595, 1.803, 0.184, -1.580, -1.555, -1.570, -1.835, -1.807, 0.112, 0.443, 0.481, 0.217, 0.394, 0.333, 0.512, 0.366, 0.289, 0.110, 0.410, 0.629, 0.247, 0.416, 0.594, -1.707, 0.800, -1.203, 0.224, -0.597, -0.441, 0.017, 0.900, 0.017, -1.031, -0.966, -0.840, -1.403, 0.460, 2.635, 0.299, -0.056, -0.981, -0.856, -0.623, -0.966, 0.945, -0.738, -0.743, -0.852, -0.602, -0.951, 0.469, 0.345, 0.361, 0.378, -0.016, 0.073, 0.551, -0.631, 0.391, 0.286, 0.589, 0.428, 0.474, 0.467, 0.691, 0.505, 0.395, 0.440, 0.372, 0.399, 0.456, 0.399, 0.493, 0.713, -0.577, -0.574, -0.189, 0.258, -0.087, -0.391, 0.333, 0.288, 0.152, 0.269, 0.386, 0.209]}